#one
Formula: C4H11N3S
Source: the OMol25 dataset
Level of theory: the ωB97M-V functional and the def2-TZVPD basis

```
! RIJCOSX wB97M-V def2-TZVPD def2/J DEFGRID3
* xyz 0 1
C 1.21 -1.39 3.39
N 1.77 -0.96 2.10
C 1.38 -1.84 1.00
C -0.04 -1.54 0.55
N -0.25 -0.11 0.35
C -0.69 0.27 -0.79
N -0.95 1.58 -1.15
S -1.15 2.03 -2.79
H 0.12 -1.19 3.48
H 1.68 -0.76 4.17
H 1.47 -2.47 3.49
H 1.47 -0.01 1.87
H 1.98 -1.70 0.08
H 1.50 -2.89 1.32
H -0.26 -2.10 -0.36
H -0.73 -1.92 1.32
H -0.97 -0.35 -1.64
H -0.59 2.30 -0.50
H -2.50 2.10 -2.75
*
```

Summary:
LUMO	0.7	eV
molecular weight	133.2	g/mol

Here are the natural (NBO) charges for atoms 1 to 2, given in e: -0.419, -0.635

#two
Formula: C4H11N3S
Source: the OMol25 dataset
Level of theory: the ωB97M-V functional and the def2-TZVPD basis

```
! RIJCOSX wB97M-V def2-TZVPD def2/J DEFGRID3
* xyz 0 1
C -1.63 -1.20 1.19
N -0.77 -1.20 -0.06
N -1.09 -0.18 -1.11
C -0.27 0.83 -1.18
C -0.32 1.96 -2.20
N 0.71 0.93 -0.32
S 1.99 -0.30 -0.18
C 2.07 -0.94 1.54
H -1.05 -0.43 1.95
H -1.66 -2.12 1.86
H -2.66 -0.85 1.00
H -1.25 -2.03 -0.49
H 0.56 2.00 -2.90
H -1.39 1.83 -2.68
H -0.66 2.75 -1.52
H 1.22 1.91 -0.57
H 0.97 -1.14 1.91
H 2.51 -0.02 2.23
H 2.72 -1.80 1.52
*
```

Summary:
LUMO	0.9	eV
molecular weight	133.2	g/mol

Here are the natural (NBO) charges for atoms 1 to 2, given in e: -0.453, -0.514

#three
Formula: C4H11N3S
Source: the OMol25 dataset
Level of theory: the ωB97M-V functional and the def2-TZVPD basis

```
! RIJCOSX wB97M-V def2-TZVPD def2/J DEFGRID3
* xyz 0 1
C 2.33 -1.08 0.04
N 0.95 -1.34 -0.16
C 0.22 -0.48 -0.76
N 0.48 0.83 -1.03
C 1.00 1.78 -0.03
N -1.07 -0.95 -1.18
S -2.47 -0.09 -0.82
C -2.73 -0.22 1.02
H 2.46 -0.61 1.05
H 2.66 -0.45 -0.74
H 2.86 -2.07 0.08
H -0.29 1.20 -1.64
H 0.61 2.82 -0.31
H 2.05 1.79 0.01
H 0.64 1.37 1.03
H -1.20 -1.89 -0.81
H -3.33 -1.25 1.31
H -3.39 0.71 1.25
H -1.77 -0.07 1.68
*
```

Summary:
LUMO	0.8	eV
molecular weight	133.2	g/mol

Here are the natural (NBO) charges for atoms 1 to 2, given in e: -0.432, -0.538

#four
Formula: C4H11N3S
Source: the OMol25 dataset
Level of theory: the ωB97M-V functional and the def2-TZVPD basis

```
! RIJCOSX wB97M-V def2-TZVPD def2/J DEFGRID3
* xyz 0 1
N 2.31 -0.77 -1.17
C 1.52 -1.34 -0.10
C 0.11 -0.75 0.12
C -0.76 -0.91 -1.17
N -2.16 -0.47 -1.11
C 0.08 0.69 0.63
N 1.10 1.39 0.19
S -1.26 1.21 1.52
H 2.13 -1.20 -2.05
H 3.29 -0.87 -0.97
H 2.12 -1.24 0.80
H 1.50 -2.46 -0.27
H -0.40 -1.44 0.79
H -0.69 -1.99 -1.47
H -0.36 -0.40 -2.03
H -2.12 0.56 -1.07
H -2.66 -0.67 -0.26
H 1.16 2.36 0.40
H 1.79 0.86 -0.36
*
```

Summary:
LUMO	0.6	eV
molecular weight	133.2	g/mol

Here are the natural (NBO) charges for atoms 1 to 2, given in e: -0.860, -0.229

Which one sits at the bottom of the stability order? #two does.

#one
Formula: C7H11N
Source: the OMol25 dataset
Level of theory: the ωB97M-V functional and the def2-TZVPD basis

```
! RIJCOSX wB97M-V def2-TZVPD def2/J DEFGRID3
* xyz 0 1
C 1.47 1.96 1.62
C 1.80 0.78 1.11
C 0.85 -0.34 0.88
C 1.06 -1.62 1.16
N -0.24 0.27 0.29
C -0.91 -0.06 -0.72
C -0.69 -1.27 -1.59
C -2.08 0.81 -1.09
H 0.44 2.26 1.71
H 2.23 2.68 1.92
H 2.84 0.48 1.05
H 0.29 -2.37 0.99
H 1.97 -1.94 1.64
H -1.38 -2.05 -1.31
H -0.88 -1.02 -2.63
H 0.32 -1.64 -1.49
H -2.97 0.20 -1.26
H -2.28 1.53 -0.29
H -1.85 1.34 -2.01
*
```

Summary:
LUMO	1.0	eV
molecular weight	109.2	g/mol

Here are the natural (NBO) charges for atoms 1 to 2, given in e: -0.354, -0.212

#two
Formula: C7H11N
Source: the OMol25 dataset
Level of theory: the ωB97M-V functional and the def2-TZVPD basis

```
! RIJCOSX wB97M-V def2-TZVPD def2/J DEFGRID3
* xyz 0 1
C -1.54 0.40 1.07
C -0.32 0.76 0.18
C 1.06 0.42 0.78
C 2.00 0.69 -0.36
C 1.23 0.35 -1.40
C -0.05 -0.48 -0.82
N -0.88 -1.07 -1.57
C 0.72 -1.02 0.61
H -2.38 0.19 0.32
H -2.06 1.09 1.67
H -1.56 -0.36 2.05
H -0.67 1.72 -0.21
H 1.00 0.96 1.75
H 2.83 1.48 -0.52
H 1.54 0.55 -2.47
H -0.63 -1.74 -2.08
H -1.95 -1.31 -1.18
H 1.78 -1.32 0.84
H -0.14 -1.32 1.35
*
```

Summary:
LUMO	1.0	eV
molecular weight	109.2	g/mol

Here are the natural (NBO) charges for atoms 1 to 2, given in e: -0.656, -0.188

#three
Formula: C7H11N
Source: the OMol25 dataset
Level of theory: the ωB97M-V functional and the def2-TZVPD basis

```
! RIJCOSX wB97M-V def2-TZVPD def2/J DEFGRID3
* xyz 0 1
H 2.37 -1.29 -0.80
N 2.46 -0.98 0.16
C 1.51 -0.46 0.81
C 0.29 0.15 0.08
C 0.76 1.47 -0.56
C -0.33 -0.87 -0.96
C -1.77 -0.99 -0.48
C -2.00 -0.26 0.61
C -0.80 0.57 1.02
H 1.54 -0.34 1.82
H 1.80 1.40 -0.93
H 0.72 2.26 0.12
H 0.29 1.75 -1.48
H 0.24 -1.76 -0.92
H -0.31 -0.61 -1.94
H -2.28 -1.77 -0.91
H -2.91 -0.33 1.22
H -1.13 1.69 1.14
H -0.45 0.38 2.00
*
```

Summary:
LUMO	0.9	eV
molecular weight	109.2	g/mol

Here are the natural (NBO) charges for atoms 1 to 2, given in e: 0.348, -0.631

#four
Formula: C7H11N
Source: the OMol25 dataset
Level of theory: the ωB97M-V functional and the def2-TZVPD basis

```
! RIJCOSX wB97M-V def2-TZVPD def2/J DEFGRID3
* xyz 0 1
C 0.54 2.56 -0.79
N -0.39 1.67 -0.03
C -0.22 0.28 0.09
C 0.10 -0.57 -1.17
C 0.25 -1.79 -0.73
C 0.09 -1.73 0.97
C 0.92 -0.48 0.99
C -1.25 -0.67 0.84
H -0.03 3.47 -0.51
H 1.53 2.47 -0.27
H 0.59 2.39 -1.91
H -1.23 1.72 -0.52
H -0.20 -0.21 -2.14
H 0.56 -2.47 -1.41
H -0.06 -2.67 1.52
H 0.90 -0.11 2.06
H 1.91 -0.59 0.20
H -1.66 -0.37 1.80
H -2.15 -0.92 0.10
*
```

Summary:
LUMO	1.1	eV
molecular weight	109.2	g/mol

Here are the natural (NBO) charges for atoms 1 to 2, given in e: -0.426, -0.624

Which one sits at the bottom of the stability order? #two does.

#one
Formula: C7H11N
Source: the OMol25 dataset
Level of theory: the ωB97M-V functional and the def2-TZVPD basis

```
! RIJCOSX wB97M-V def2-TZVPD def2/J DEFGRID3
* xyz 0 1
C -0.79 0.29 -2.62
C -1.06 1.04 -1.21
C -0.21 0.19 -0.35
C 0.98 0.33 0.12
C 1.13 -0.64 1.22
C -0.17 -1.43 1.27
C -0.98 -0.73 0.49
H -1.06 -0.92 -2.32
H 0.33 0.51 -2.86
H -1.45 0.77 -3.37
H -2.07 0.73 -0.44
H -1.04 2.35 -0.98
H 1.70 0.99 -0.12
H 2.01 -0.92 0.59
H 1.82 -0.66 3.19
H 1.87 1.14 2.37
H -0.22 -2.04 2.07
H -2.08 -1.01 0.38
N 1.26 0.00 2.56
*
```

Summary:
LUMO	0.7	eV
molecular weight	109.2	g/mol

Here are the natural (NBO) charges for atoms 1 to 2, given in e: -0.624, -0.420

#two
Formula: C7H11N
Source: the OMol25 dataset
Level of theory: the ωB97M-V functional and the def2-TZVPD basis

```
! RIJCOSX wB97M-V def2-TZVPD def2/J DEFGRID3
* xyz 0 1
C -0.89 2.11 -1.03
C -0.75 0.96 -0.11
C -1.94 -0.01 0.09
C 0.55 0.09 -0.13
C 0.50 -1.08 -0.70
N 0.80 -2.09 -1.34
H -0.75 1.85 -2.12
H -1.97 2.33 -1.00
H -0.31 2.94 -0.69
H -0.72 1.37 0.89
H -1.94 -0.37 1.13
H -2.93 0.52 0.15
H -1.91 -0.89 -0.61
H 1.53 0.45 0.35
H 0.47 -2.96 -1.05
C 2.99 -1.46 1.11
C 2.27 -0.98 1.97
H 3.26 -1.99 0.30
H 1.76 -0.77 2.80
*
```

Summary:
LUMO	0.9	eV
molecular weight	109.2	g/mol

Here are the natural (NBO) charges for atoms 1 to 2, given in e: -0.606, -0.226

Which one sits at the bottom of the stability order? #one does.

#one
Formula: C4H8NO2
Source: the OMol25 dataset
Level of theory: the ωB97M-V functional and the def2-TZVPD basis

```
! RIJCOSX wB97M-V def2-TZVPD def2/J DEFGRID3
* xyz 0 2
C 1.21 1.35 1.16
C 1.55 1.13 -0.40
N 0.42 1.04 -1.35
C -0.32 -0.33 -1.22
C -0.93 -0.94 0.12
O -2.18 -1.33 0.07
O -0.10 -1.13 1.28
H 0.17 1.65 1.25
H 1.84 2.11 1.60
H 1.41 0.42 1.68
H 2.20 0.24 -0.53
H 2.23 2.05 -0.68
H -0.71 -0.15 0.97
H 0.29 -1.10 -1.71
H -1.16 -0.12 -1.90
*
```

Summary:
LUMO (spin up / spin down)	-1.0 / -1.0	eV
molecular weight	102.1	g/mol
⟨S²⟩	0.7549

Here are the natural (NBO) charges for atoms 1 to 2, given in e: -0.623, -0.314

#two
Formula: C4H8NO2
Source: the OMol25 dataset
Level of theory: the ωB97M-V functional and the def2-TZVPD basis

```
! RIJCOSX wB97M-V def2-TZVPD def2/J DEFGRID3
* xyz 0 2
C -1.28 -0.44 -1.18
C -0.85 -1.02 0.25
N -0.60 -0.06 1.26
C 0.21 1.05 0.74
C 1.66 0.68 0.13
O 2.61 0.33 1.17
O 1.74 0.47 -1.23
H -1.99 -1.21 -1.63
H -1.75 0.47 -0.72
H -0.40 -0.06 -1.80
H -1.47 -1.86 0.49
H 0.18 -1.42 -0.01
H 1.84 -0.47 0.57
H -0.30 1.94 0.29
H 0.41 1.61 1.66
*
```

Summary:
LUMO (spin up / spin down)	-1.0 / -1.1	eV
molecular weight	102.1	g/mol
⟨S²⟩	0.7548

Here are the natural (NBO) charges for atoms 1 to 2, given in e: -0.645, -0.287

Which one sits at the bottom of the stability order? #two does.